No. 1
# CH2NO3PS

One molecule with the formula CH2NO3PS at a distorted geometry (ωB97M-V/def2-TZVPD, OMol25).

Structure (ORCA input):
```
! RIJCOSX wB97M-V def2-TZVPD def2/J DEFGRID3
* xyz 0 1
C -0.91355 0.40124 2.07831
N 0.98496 -0.77576 -1.32957
O -1.34270 0.05533 -0.93889
O 0.57570 1.75255 -0.50605
O -1.77072 1.00973 2.56074
P 0.08062 0.44807 -0.87188
S 0.25476 -0.42792 1.59487
H 0.20775 -1.45588 -1.22974
H 1.92318 -1.00736 -1.35778
*
```

Values from the calculation:
**Energy relative to the best compared isomer or geometry (same formula, charge and spin)**: 13.3 kcal/mol
**Frontier orbital gap**: 0.40655 Ha
**DFT total energy**: -1059.38473 Ha



No. 2
# C34H45AsO8SSeTi

C34H45AsO8SSeTi as an isolated structure at a distorted geometry (ωB97M-V/def2-TZVPD, OMol25).

Structure (ORCA input):
```
! RIJCOSX wB97M-V def2-TZVPD def2/J DEFGRID3
* xyz -1 2
Ti -1.57039 -1.40868 -1.66570
C -2.29969 5.02142 2.75060
C -1.07299 4.10462 2.84550
C 0.20201 4.94242 2.68020
C -1.05179 3.48142 4.24340
C -1.16059 3.04982 1.75390
C -1.19759 1.68772 2.01780
C -1.39559 0.79682 0.98260
Se -1.36449 -1.13398 1.19400
C 0.54671 -1.22618 0.84260
C 1.40201 -1.27218 1.92170
C 2.77981 -1.28228 1.73720
C 3.23931 -1.31018 0.43070
C 2.41261 -1.29428 -0.68700
C 1.01511 -1.19848 -0.48990
O 0.15701 -1.05048 -1.46620
C 3.08871 -1.35198 -2.05940
C 3.98061 -0.10678 -2.21240
C 2.11311 -1.38958 -3.24060
C 3.95651 -2.62048 -2.12870
C 3.70271 -1.23228 2.94360
C 3.38811 0.05002 3.72480
C 3.45041 -2.45938 3.82700
C 5.18961 -1.21068 2.57280
C -1.59299 1.20412 -0.35450
O -2.01499 0.32102 -1.22480
C -1.38149 2.57302 -0.64720
C -1.21639 3.44322 0.42030
C -1.31129 3.12532 -2.06990
C -1.25449 2.04172 -3.14990
C -0.02649 3.95782 -2.21570
C -2.53619 4.01052 -2.33300
H -2.25969 5.77762 3.53220
H -2.34939 5.52002 1.78700
H -3.20969 4.44102 2.87510
H 0.26791 5.67442 3.48420
H 1.07991 4.30222 2.72500
H 0.21451 5.46992 1.73000
H -1.03029 4.26912 4.99560
H -1.93609 2.87122 4.40660
H -0.17059 2.85842 4.37360
H -1.08749 1.28522 3.01200
H 0.95521 -1.28508 2.90430
H 4.30311 -1.34128 0.26810
H 3.38091 0.79442 -2.10560
H 4.76451 -0.08568 -1.45910
H 4.45331 -0.09238 -3.19240
H 1.53341 -0.46818 -3.29650
H 2.67611 -1.49688 -4.16890
H 1.42041 -2.22978 -3.15700
H 4.71451 -2.63068 -1.34840
H 3.32981 -3.50208 -2.01070
H 4.46101 -2.67758 -3.09240
H 2.35571 0.05352 4.05860
H 4.03651 0.14232 4.59380
H 3.53771 0.91642 3.08520
H 2.41901 -2.49138 4.16380
H 3.65571 -3.37138 3.27110
H 4.09961 -2.43518 4.70020
H 5.43021 -0.34638 1.95780
H 5.78381 -1.15088 3.48380
H 5.48111 -2.11628 2.04530
H -1.12199 4.49632 0.20360
H -0.48919 1.29502 -2.92700
H -2.20349 1.52032 -3.24980
H -1.02119 2.49882 -4.11190
H 0.84091 3.34172 -1.99160
H 0.06981 4.32552 -3.23560
H -0.01479 4.81712 -1.55200
H -3.44499 3.42482 -2.22100
H -2.57719 4.84322 -1.63440
H -2.50269 4.40792 -3.34610
O -4.67179 -0.44248 -3.16910
As -3.51849 -1.91248 -3.17660
O -2.03739 -1.01508 -3.39700
O -3.27259 -1.99488 -1.46810
C -4.09469 -4.39488 -2.37370
C -5.38409 -4.77278 -2.07520
C -5.60979 -5.49748 -0.90650
C -4.56149 -5.78858 -0.04950
C -3.27349 -5.37978 -0.35760
C -3.05829 -4.68028 -1.53380
S -1.37659 -4.10308 -1.79210
O -1.10019 -3.14208 -0.70240
O -0.54159 -5.27848 -1.69960
O -1.28369 -3.40978 -3.06450
H -4.24219 0.13212 -2.52320
H -6.21109 -4.48098 -2.70850
H -6.60939 -5.83728 -0.67050
H -4.74819 -6.30108 0.88380
H -2.42819 -5.58918 0.28360
*
```

Values from the calculation:
**Energy relative to the best compared isomer or geometry (same formula, charge and spin)**: 57.1 kcal/mol
**Frontier orbital gap (alpha / beta)**: 0.27871 / 0.25922 Ha
**DFT total energy**: -7809.57488 Ha
**Expectation value of S²**: 0.763



No. 3
# C3H11O

A 2-piece molecular cluster, C3H11O overall at a distorted geometry (ωB97M-V/def2-TZVPD, OMol25).

Structure (ORCA input):
```
! RIJCOSX wB97M-V def2-TZVPD def2/J DEFGRID3
* xyz 1 1
O 2.35132 -0.03469 1.20691
H 2.90927 0.29995 1.93951
H 2.66377 -0.94455 0.94433
H 1.37436 -0.04081 1.47892
C -0.88325 0.31231 0.68989
C -0.78596 -0.58794 -0.52830
C -0.88172 0.26764 -1.79066
H -1.35955 -0.17843 1.55957
H -1.31066 1.31066 0.71103
H 0.10590 0.63723 1.11000
H -1.58088 -1.33650 -0.46411
H 0.13164 -1.18347 -0.50750
H -1.18359 -0.31983 -2.66438
H -1.62430 1.04664 -1.65279
H 0.07366 0.75179 -2.03243
*
```

Values from the calculation:
**Energy relative to the best compared isomer or geometry (same formula, charge and spin)**: 11.3 kcal/mol
**Frontier orbital gap**: 0.37480 Ha
**DFT total energy**: -195.79831 Ha



No. 4
# C3H3ClN2OS

One molecule with the formula C3H3ClN2OS at a distorted geometry (ωB97M-V/def2-TZVPD, OMol25).

Structure (ORCA input):
```
! RIJCOSX wB97M-V def2-TZVPD def2/J DEFGRID3
* xyz 0 1
C 1.56013 -1.16595 -0.35227
C 1.45083 0.11765 0.22763
C -0.73905 -0.02001 -0.49070
N 0.57702 -1.73831 -0.91032
N 0.21374 0.63024 0.11504
O -2.30581 1.84486 -0.02212
S -2.41113 0.49025 -0.54221
Cl -3.10885 -0.70339 1.08782
H 2.51862 -1.67666 -0.32614
H 2.23625 0.67099 0.70391
H 0.00824 1.55032 0.50936
*
```

Values from the calculation:
**Energy relative to the best compared isomer or geometry (same formula, charge and spin)**: 108.1 kcal/mol
**Frontier orbital gap (alpha / beta)**: 0.27074 / 0.27073 Ha
**DFT total energy**: -1159.06806 Ha



No. 5
# C9H17NO2P

C9H17NO2P as an isolated structure at a distorted geometry (ωB97M-V/def2-TZVPD, OMol25).

Structure (ORCA input):
```
! RIJCOSX wB97M-V def2-TZVPD def2/J DEFGRID3
* xyz -1 1
C 2.88730 1.01814 -0.02582
C 0.24430 -1.11818 1.04013
C 1.72862 0.53988 0.83963
C -0.47809 -0.39334 -0.10670
C 0.03767 1.08099 -0.00660
C -1.95971 -0.66886 -0.03312
C 0.01632 -0.99621 -1.39740
C 0.33126 1.90698 -1.25498
C -0.60414 1.85579 1.12858
N 1.72157 -0.84931 1.01478
O 3.52298 0.01778 -0.45607
O 3.10911 2.14944 -0.39023
P 2.75700 -1.74769 -0.00719
H -0.14708 -0.76423 1.87965
H 0.14347 -2.16952 0.90082
H 1.68294 1.09613 1.70454
H -2.21605 -0.11592 0.90791
H -1.92234 -1.78521 0.09151
H -2.65552 -0.29305 -0.76089
H -0.55868 -0.51591 -2.24133
H -0.11082 -2.13233 -1.21236
H 1.01103 -0.74133 -1.50324
H -0.10961 1.41571 -2.11588
H 1.40002 1.91648 -1.46716
H 0.17777 2.94576 -1.10700
H -1.31960 2.66556 0.63907
H 0.19408 2.29078 1.60654
H -1.05126 1.25539 2.02309
H 2.07196 -3.10967 0.84360
H 3.97335 -1.68287 0.68345
*
```

Values from the calculation:
**Energy relative to the best compared isomer or geometry (same formula, charge and spin)**: 39.2 kcal/mol
**Frontier orbital gap**: 0.23627 Ha
**DFT total energy**: -899.64403 Ha



- Among the records above, which one has the lowest DFT total energy?
  C34H45AsO8SSeTi



- Which of these has the highest energy relative to the best compared isomer or geometry (same formula, charge and spin)?
  C3H3ClN2OS



Repeat the first record exactly.
# CH2NO3PS

One molecule with the formula CH2NO3PS at a distorted geometry (ωB97M-V/def2-TZVPD, OMol25).

Structure (ORCA input):
```
! RIJCOSX wB97M-V def2-TZVPD def2/J DEFGRID3
* xyz 0 1
C -0.91355 0.40124 2.07831
N 0.98496 -0.77576 -1.32957
O -1.34270 0.05533 -0.93889
O 0.57570 1.75255 -0.50605
O -1.77072 1.00973 2.56074
P 0.08062 0.44807 -0.87188
S 0.25476 -0.42792 1.59487
H 0.20775 -1.45588 -1.22974
H 1.92318 -1.00736 -1.35778
*
```

Values from the calculation:
**Energy relative to the best compared isomer or geometry (same formula, charge and spin)**: 13.3 kcal/mol
**Frontier orbital gap**: 0.40655 Ha
**DFT total energy**: -1059.38473 Ha